Molecular formula: C61H45CaN8O2Sb2
Method: DFT, ωB97M-V with the def2-TZVPD basis set

Total charge = -1
HOMO level (spin up / spin down) = -0.140 / -0.140 hartree
Frontier orbital gap (spin up / spin down) = 4.92 / 4.92 eV
ΔE to the lowest compared entry with this formula, charge and spin = 35.63 kJ/mol

Last column: Löwdin charge in e.
Atoms and positions in Å:
Ca: 0.3007 0.2779 -0.0684  1.25
C: 6.4908 -1.5322 1.1003  -0.09
C: 6.7949 -0.5677 0.1449  -0.09
C: 5.8333 0.3169 -0.3147  -0.02
C: 4.5533 0.2087 0.1979  -0.09
C: 3.3068 0.9299 -0.0538  -0.29
N: 2.3288 0.4088 0.7172  0.03
C: 2.8186 -0.6164 1.4428  -0.33
N: 2.1806 -1.3693 2.3220  0.18
C: 0.8884 -1.2650 2.5808  -0.32
C: 0.2460 -1.9506 3.6982  -0.10
C: 0.7142 -2.7762 4.7056  -0.02
C: -0.1740 -3.1611 5.6958  -0.10
C: -1.4988 -2.7327 5.6880  -0.10
C: -1.9794 -1.9147 4.6800  -0.02
C: -1.0993 -1.5316 3.6842  -0.10
C: -1.2262 -0.6237 2.5514  -0.32
N: -2.3544 0.0038 2.2743  0.18
C: -2.4546 0.9671 1.3754  -0.36
N: -1.4743 1.4924 0.6108  0.04
C: -1.9640 2.5416 -0.0857  -0.32
N: -1.3210 3.2893 -0.9655  0.20
C: -0.0407 3.1476 -1.2588  -0.30
N: 0.8579 2.3194 -0.6839  0.04
C: 2.0729 2.5003 -1.2485  -0.29
N: 3.2060 1.9027 -0.9369  0.21
C: 1.9597 3.4829 -2.3239  -0.10
C: 2.8349 3.9321 -3.2988  -0.02
C: 2.3480 4.8080 -4.2555  -0.10
C: 1.0271 5.2460 -4.2340  -0.10
C: 0.1462 4.8043 -3.2608  -0.03
C: 0.6157 3.9086 -2.3172  -0.11
C: -3.3862 2.7064 0.2162  -0.10
C: -4.3701 3.5695 -0.2373  -0.02
C: -5.6670 3.3727 0.2086  -0.09
C: -5.9802 2.3441 1.0931  -0.10
C: -4.9991 1.4938 1.5744  -0.03
C: -3.7017 1.6813 1.1302  -0.11
N: -0.0277 -0.5080 1.9380  0.03
C: 4.2429 -0.7739 1.1577  -0.10
C: 5.2110 -1.6457 1.6210  -0.03
H: 7.2650 -2.2097 1.4328  0.09
H: 7.8041 -0.5060 -0.2404  0.09
H: 6.0662 1.0689 -1.0525  0.11
H: 1.7475 -3.0827 4.7255  0.11
H: 0.1688 -3.7936 6.5033  0.09
H: -2.1553 -3.0347 6.4924  0.09
H: -2.9975 -1.5583 4.6700  0.11
H: 3.8520 3.5733 -3.3260  0.11
H: 3.0006 5.1506 -5.0463  0.09
H: 0.6771 5.9216 -5.0023  0.09
H: -0.8838 5.1242 -3.2381  0.11
H: -4.1326 4.3669 -0.9251  0.11
H: -6.4576 4.0242 -0.1402  0.09
H: -7.0079 2.2015 1.3976  0.10
H: -5.2285 0.6885 2.2534  0.11
H: 4.9731 -2.3822 2.3723  0.10
C: -0.7036 -4.4208 -0.4338  -0.36
C: -1.6620 -4.3742 -1.6228  -0.37
C: -3.0220 -3.7904 -1.2802  -0.36
Sb: -2.9160 -1.6963 -0.5956  1.60
C: -3.3166 -0.7443 -2.5061  -0.37
C: -3.9523 -1.3447 -3.5827  -0.12
C: -4.2133 -0.6288 -4.7407  -0.10
C: -3.8665 0.7092 -4.8261  -0.10
C: -3.2389 1.3205 -3.7548  -0.08
C: -2.9567 0.5891 -2.6163  -0.16
C: -5.0540 -1.6186 -0.1877  -0.36
C: -5.8340 -0.6127 -0.7381  -0.14
C: -7.1898 -0.5378 -0.4766  -0.10
C: -7.7840 -1.4645 0.3623  -0.11
C: -7.0074 -2.4456 0.9555  -0.11
C: -5.6520 -2.5131 0.6855  -0.14
Sb: 1.1769 -3.2307 -0.5355  1.61
C: 2.2571 -5.0399 0.1190  -0.38
C: 3.2018 -4.9660 1.1305  -0.13
C: 3.9188 -6.0862 1.5210  -0.10
C: 3.6890 -7.3063 0.9090  -0.11
C: 2.7413 -7.3966 -0.0969  -0.10
C: 2.0421 -6.2697 -0.4885  -0.16
C: 1.7188 -3.6962 -2.5901  -0.33
C: 0.9807 -3.2013 -3.6531  -0.14
C: 1.4144 -3.3501 -4.9603  -0.08
C: 2.6041 -4.0083 -5.2242  -0.10
C: 3.3555 -4.5007 -4.1711  -0.10
C: 2.9198 -4.3380 -2.8685  -0.13
H: -0.3871 -5.4435 -0.2373  0.03
H: -1.2110 -4.0640 0.4653  0.03
H: -1.8074 -5.3932 -2.0003  0.10
H: -1.2352 -3.8064 -2.4502  0.06
H: -3.4748 -4.3514 -0.4601  0.05
H: -3.6879 -3.8536 -2.1404  0.04
H: -4.2572 -2.3813 -3.5291  0.09
H: -4.6928 -1.1153 -5.5818  0.10
H: -4.0897 1.2707 -5.7221  0.09
H: -2.9577 2.3623 -3.7994  0.10
H: -2.4299 1.0614 -1.8034  0.07
H: -5.3759 0.1226 -1.3880  0.09
H: -7.7806 0.2471 -0.9299  0.10
H: -8.8465 -1.4164 0.5619  0.09
H: -7.4613 -3.1602 1.6304  0.09
H: -5.0482 -3.2784 1.1568  0.09
H: 3.3769 -4.0126 1.6126  0.07
H: 4.6635 -6.0084 2.3028  0.10
H: 4.2496 -8.1825 1.2078  0.09
H: 2.5531 -8.3469 -0.5810  0.10
H: 1.3283 -6.3460 -1.2999  0.10
H: 0.0638 -2.6611 -3.4664  0.07
H: 0.8247 -2.9392 -5.7707  0.10
H: 2.9491 -4.1273 -6.2433  0.09
H: 4.2934 -5.0065 -4.3621  0.10
H: 3.5215 -4.7279 -2.0570  0.09
C: 0.1705 0.1287 -3.7147  0.03
C: 0.5333 -0.4585 -2.3590  -0.82
O: 1.7025 -0.4298 -1.9753  -0.06
O: -0.3989 -0.9233 -1.6392  -0.38
H: 1.0110 0.0337 -4.3969  0.09
H: -0.0448 1.1856 -3.5603  0.08
H: -0.7145 -0.3533 -4.1223  0.07